Molecular formula: C15H47AgN8O13
Method: DFT, ωB97M-V/def2-TZVPD

Geometry as XYZ:
```
84
Properties=species:S:1:pos:R:3:forces:R:3
Ag -4.497 1.873 2.452 -0.038 -0.237 -0.122
C 2.104 1.356 0.984 0.056 0.081 1.123
C 1.086 0.908 -0.013 -1.098 -1.204 -0.976
C 1.732 -0.063 -0.975 1.058 -0.916 -0.525
O -0.105 0.400 0.537 0.880 0.992 -0.041
H 1.775 2.270 1.480 0.179 -0.056 0.136
H 3.037 1.526 0.448 -0.009 0.061 0.204
H 2.231 0.558 1.715 0.306 0.114 0.122
H 0.882 1.840 -0.539 -0.933 0.159 -0.313
H 2.439 -0.694 -0.437 0.339 0.167 0.231
H 2.304 0.481 -1.727 0.113 0.018 0.004
H 1.183 -0.839 -1.509 -0.953 0.602 0.079
C -7.347 -2.191 1.998 1.134 0.756 1.479
C -6.597 -2.308 0.706 -1.795 -0.469 -0.442
O -6.285 -0.971 0.254 0.268 -0.819 0.495
O -6.351 -1.708 2.938 -0.358 0.759 0.232
H -7.752 -3.052 2.529 -0.032 -0.730 -1.129
H -8.171 -1.485 1.899 0.066 0.265 -0.184
H -7.350 -2.765 0.065 0.119 0.031 -0.679
H -5.789 -3.037 0.765 0.500 0.550 0.098
H -6.127 -1.015 -0.692 0.036 -0.023 -0.138
H -6.850 -1.529 3.738 0.240 0.032 0.352
C -1.116 -8.026 -1.970 1.133 0.361 -0.428
C -0.507 -6.649 -1.869 1.250 0.143 -0.997
O 0.827 -6.604 -2.435 -0.442 -0.029 0.865
O -2.315 -7.928 -1.332 -2.958 -0.120 0.531
H -0.554 -8.773 -1.409 0.887 0.008 -0.537
H -1.238 -8.319 -3.013 -0.210 -0.223 0.118
H -0.624 -6.420 -0.810 1.091 0.491 0.244
H -0.989 -5.832 -2.407 -1.109 -0.447 0.128
H 0.667 -6.197 -3.289 0.502 -0.072 -0.048
H -2.152 -7.607 -0.442 -0.135 -0.101 0.130
C -1.496 4.119 -7.249 -0.520 -0.951 -1.153
C -0.603 4.109 -6.007 -0.996 0.622 -0.708
O 0.612 4.800 -6.214 -0.081 -0.191 -0.151
O -1.023 3.214 -8.260 0.792 -0.205 0.470
H -1.709 5.054 -7.768 0.748 0.676 0.599
H -2.501 3.810 -6.962 -0.061 -0.308 0.544
H -0.489 3.083 -5.656 0.273 -0.171 -0.246
H -1.226 4.612 -5.267 0.082 0.261 0.409
H 1.218 4.601 -5.497 -0.004 -0.024 0.013
H -1.707 2.915 -8.863 -0.236 0.285 0.222
C 4.077 5.122 7.085 0.240 1.406 0.330
C 3.090 5.369 8.259 1.239 0.295 -0.254
O 3.562 6.502 9.083 -0.466 -1.203 -1.302
O 4.095 6.259 6.165 -0.307 -1.383 0.230
H 3.880 4.205 6.530 -0.810 0.283 -0.221
H 5.096 4.921 7.415 0.116 0.428 0.559
H 3.023 4.478 8.884 0.036 -0.099 -0.011
H 2.118 5.561 7.804 -0.159 0.265 0.184
H 2.994 6.523 9.857 -0.014 0.093 0.081
H 4.056 7.083 6.656 0.113 -0.085 0.405
C 9.020 -2.488 -4.145 -3.136 -1.905 -0.491
O 8.427 -3.549 -4.011 0.981 -0.756 -0.110
N 9.738 -2.076 -5.161 3.265 -1.121 -3.596
N 8.695 -1.440 -3.469 -1.402 4.708 4.342
H 10.117 -2.825 -5.723 0.231 0.292 -0.131
H 10.268 -1.218 -5.114 -0.047 -0.401 -0.100
H 7.870 -1.375 -2.890 0.359 -0.564 -0.047
H 9.123 -0.548 -3.670 -0.247 -0.247 0.130
C 0.945 -4.669 4.030 -1.790 -4.746 -0.364
O 1.256 -5.852 4.138 -0.221 0.358 0.178
N 1.727 -3.677 4.107 4.858 4.662 0.658
N -0.286 -4.213 3.759 -1.878 -0.246 -0.060
H 2.714 -3.798 4.285 -0.293 0.062 -0.043
H 1.326 -2.751 4.078 0.750 -0.159 0.235
H -0.266 -3.270 3.396 -1.305 -0.605 -0.228
H -1.006 -4.918 3.686 -0.124 0.675 -0.390
C -2.132 6.943 4.785 1.940 -1.579 -3.515
O -2.414 6.005 4.041 0.239 -0.142 -0.279
N -1.078 7.748 4.725 2.585 0.900 -0.687
N -2.883 7.356 5.715 -5.768 0.883 5.304
H -0.348 7.674 4.030 -0.217 -0.073 0.334
H -1.062 8.467 5.434 0.630 0.028 -0.689
H -3.799 6.938 5.802 0.268 -0.099 -0.008
H -2.652 7.955 6.494 0.252 -0.061 -0.492
C -3.783 -2.530 -5.633 0.805 3.449 2.004
O -4.342 -1.548 -5.155 -0.240 -0.072 -0.229
N -4.272 -3.724 -5.676 -3.310 -3.239 -0.013
N -2.501 -2.591 -5.950 2.817 0.200 -1.378
H -3.776 -4.482 -6.123 -0.712 -0.073 0.543
H -5.112 -3.797 -5.120 -0.047 -0.794 -0.606
H -2.289 -3.459 -6.421 1.122 0.698 0.059
H -1.841 -1.830 -5.882 -0.437 -0.171 -0.341
```
Forces are in eV/Å.

Calculated values
charge: +1
E_LUMO (alpha / beta): -0.2404 / -0.2404 Ha
multiplicity: 2
calculated total energy: -58841.2719 eV
highest occupied orbital energy (alpha / beta): -10.844 / -10.844 eV
orbital gap (alpha / beta): 4.30 / 4.30 eV

Molecular formula: C15H47N12O11V
Method: DFT, ωB97M-V/def2-TZVPD

Geometry as XYZ:
```
86
Properties=species:S:1:pos:R:3:forces:R:3
O 0.586 0.341 -0.981 0.304 2.515 -1.038
V -0.038 -1.090 -0.615 -0.782 0.475 -2.872
O 0.963 -1.658 0.457 2.583 -3.235 3.918
C -0.671 -2.679 -4.430 -0.593 1.087 -0.590
C 0.535 -1.998 -3.786 0.892 0.856 1.255
C 0.472 -0.436 -4.010 -0.060 -0.850 -0.193
O 0.731 -2.314 -2.415 -1.699 0.162 -0.559
H -1.570 -2.198 -4.044 -0.360 -0.515 0.643
H -0.667 -3.768 -4.395 -0.056 0.003 0.357
H -0.813 -2.410 -5.476 0.637 -0.030 -0.466
H 1.393 -2.398 -4.327 0.544 0.070 -0.313
H -0.386 -0.053 -3.458 0.085 0.124 0.036
H 0.382 -0.154 -5.060 -0.306 -0.242 -0.427
H 1.359 0.105 -3.683 -0.006 -0.401 0.509
C -2.202 -0.450 1.772 0.048 0.761 -0.198
O -1.240 -0.317 1.089 2.550 1.171 -1.422
N -2.866 -1.538 1.909 -2.341 -5.952 0.168
N -2.777 0.478 2.474 -1.129 3.722 2.271
H -3.726 -1.592 2.435 0.353 -0.012 -0.375
H -2.561 -2.348 1.388 0.092 0.038 -0.046
H -3.513 0.175 3.096 0.246 0.918 -0.140
H -2.507 1.442 2.334 -0.095 0.233 0.234
C -0.404 3.422 1.575 1.771 0.749 -0.172
O -1.590 3.293 1.609 -4.870 0.090 0.059
N 0.235 4.561 1.533 0.412 4.825 -0.207
N 0.405 2.453 1.566 1.255 -4.560 0.567
H -0.324 5.338 1.213 0.566 0.201 0.299
H 1.236 4.616 1.659 -0.472 0.032 -0.302
H -0.159 1.618 1.623 1.292 -1.191 -0.457
H 1.399 2.553 1.413 -0.215 -0.595 0.069
C -3.038 -0.579 -1.934 2.621 3.008 0.856
O -1.873 -0.489 -1.592 0.043 -0.455 0.258
N -3.809 0.469 -2.037 -0.923 4.530 0.330
N -3.688 -1.577 -2.333 -2.506 -6.402 -1.753
H -4.784 0.445 -2.303 0.457 0.176 0.356
H -3.362 1.321 -1.730 -0.559 0.534 0.127
H -4.481 -1.313 -2.899 0.186 -1.245 0.044
H -3.233 -2.479 -2.322 -0.310 -0.220 -0.500
C 1.221 -1.227 3.945 1.152 0.444 1.943
O 2.271 -0.773 3.561 1.621 1.527 -0.980
N 0.809 -1.039 5.210 -0.998 0.354 2.273
N 0.450 -2.021 3.290 -2.028 -1.985 -1.424
H 1.326 -0.506 5.894 -0.086 -0.218 -0.453
H -0.084 -1.444 5.452 0.304 0.481 0.355
H -0.185 -2.602 3.819 0.005 0.155 -0.726
H 0.598 -2.070 2.292 -0.125 -0.259 -1.383
C 4.686 -3.060 3.047 0.369 -1.322 -1.524
O 5.590 -3.849 2.983 1.478 -3.224 -0.151
N 3.466 -3.112 2.550 -1.860 -2.219 -0.990
N 4.887 -1.900 3.523 1.096 5.983 3.004
H 3.225 -3.954 2.047 -0.299 0.636 -0.176
H 2.971 -2.232 2.511 -0.655 -0.467 -0.574
H 4.076 -1.298 3.548 0.442 0.559 0.543
H 5.733 -1.670 4.025 -0.327 -0.177 -0.297
C -1.789 -3.874 -0.652 0.484 -0.909 0.600
O -1.477 -2.883 -0.079 0.342 2.542 1.977
N -1.817 -4.009 -1.941 -0.812 -0.190 -3.347
N -2.095 -5.015 -0.065 -1.196 -2.798 2.300
H -1.975 -4.973 -2.197 0.522 0.574 -1.026
H -1.114 -3.432 -2.380 0.842 0.268 -0.688
H -2.223 -5.813 -0.669 0.079 -0.048 0.838
H -1.965 -5.147 0.928 -0.041 0.038 -0.343
C -1.078 3.099 -2.254 0.329 -0.548 0.114
C -2.369 3.813 -1.826 -0.331 0.726 -0.376
C -3.357 4.011 -2.984 0.325 -1.348 -0.165
O -3.115 3.133 -0.798 0.262 -0.021 -1.095
H -1.234 2.252 -2.921 -0.491 -0.044 -0.129
H -0.506 2.616 -1.462 -0.282 0.022 0.597
H -0.314 3.694 -2.755 -0.378 0.638 -0.126
H -2.172 4.812 -1.437 0.499 0.179 0.162
H -3.459 3.009 -3.399 -0.390 -0.221 -0.149
H -2.997 4.580 -3.841 0.128 0.459 0.370
H -4.344 4.318 -2.637 0.172 0.313 0.001
H -2.558 3.198 -0.019 0.228 -0.296 0.846
C 4.337 1.068 1.611 -0.528 1.326 -0.380
C 4.179 2.556 1.093 -0.293 -1.383 -0.271
C 3.577 2.596 -0.292 1.830 -0.927 -0.997
O 3.244 3.264 1.892 -0.397 0.330 1.602
H 4.462 1.045 2.694 0.275 0.068 -0.067
H 5.149 0.558 1.092 0.181 0.196 0.134
H 3.442 0.487 1.390 -0.220 0.135 -0.029
H 5.135 3.078 1.139 0.208 -0.022 0.035
H 2.975 1.703 -0.463 -0.908 0.497 -0.014
H 4.401 2.444 -0.990 0.220 -0.028 -0.348
H 3.177 3.571 -0.571 -0.496 -0.195 0.218
H 3.425 4.201 1.781 0.091 0.023 -0.007
```
Forces are in eV/Å.

Calculated values
charge: -1
E_LUMO (alpha / beta): 0.0808 / 0.0806 Ha
multiplicity: 2
calculated total energy: -82413.2894 eV
highest occupied orbital energy (alpha / beta): -1.405 / -3.711 eV
orbital gap (alpha / beta): 3.60 / 5.90 eV